An isolated molecule of C4H9NO, computed with ωB97M-V with the def2-TZVPD basis set.

The geometry in ORCA input format:
```
! RIJCOSX wB97M-V def2-TZVPD def2/J DEFGRID3
* xyz 0 1
C -1.2954 -1.0584 2.1095
C -0.3709 -0.7198 0.9598
C -0.6226 -0.7910 -0.5542
N 0.4641 -0.1564 -1.3385
C 1.2262 1.0624 -1.0545
O 0.7135 2.0259 -0.5486
H -1.9248 -1.9049 1.9947
H -1.9189 -0.2820 2.5749
H -0.5679 -1.5851 2.8678
H 0.6058 -1.0434 1.2107
H -0.1746 0.4373 1.2409
H -1.5076 -0.1997 -0.7224
H -0.6440 -1.8005 -1.0168
H 1.2104 -0.8213 -1.9186
H 2.3416 1.1283 -1.2370
*
```

- Energy: -287.7385 hartree
- ΔE to the lowest compared entry with this formula, charge and spin: 246.5 kJ/mol
- Maximum force: 0.116 hartree/bohr
- HOMO-LUMO gap: 10.41 eV
- SMILES: CCCNC=O